Record 1
C5H14NO | ωB97M-V/def2-TZVPD

Last columns: bonded neighbours and bond lengths (Å).
Positions of all 21 atoms, in Å:
1 C -0.007 -0.309 1.816  C2 1.532, H7 1.091, H8 1.091, H9 1.082
2 C -1.133 0.446 1.103  C1 1.532, C3 1.525, H10 1.116, H11 1.081
3 C -0.991 0.381 -0.414  C2 1.525, C4 1.493, H12 1.093, H13 1.089
4 C 0.377 0.747 -0.884  C3 1.493, C5 1.321, N6 1.483
5 C 1.252 0.020 -1.556  C4 1.321, H14 1.079, H15 1.083
6 N 0.634 2.195 -0.694  C4 1.483, H16 1.030, H17 1.021, H18 1.022
7 H 0.095 0.015 2.853  C1 1.091
8 H -0.274 -1.350 2.001  C1 1.091
9 H 0.985 -0.322 1.383  C1 1.082
10 H -2.026 -0.144 1.418  C2 1.116
11 H -1.373 1.390 1.574  C2 1.081
12 H -1.749 0.972 -0.935  C3 1.093
13 H -1.199 -0.614 -0.803  C3 1.089
14 H 2.178 0.349 -2.001  C5 1.079
15 H 0.900 -0.982 -1.763  C5 1.083
16 H 1.124 2.359 0.197  N6 1.030
17 H 1.246 2.586 -1.412  N6 1.021
18 H -0.240 2.719 -0.618  N6 1.022
19 H 0.743 -3.841 -0.214  O21 0.960
20 H -0.722 -3.463 -0.462  O21 0.963
21 O 0.182 -3.157 -0.588  H19 0.960, H20 0.963

Summary:
Total charge: +1
HOMO-LUMO gap in eV: 11.055
Strongest force on any atom in eV/A: 2.3



Record 2
C5H14NO | ωB97M-V/def2-TZVPD

Last columns: bonded neighbours and bond lengths (Å).
Positions of all 21 atoms, in Å:
1 C -1.938 -0.075 -1.246  C2 1.514, H8 1.098, H9 1.087, H10 1.098
2 C -1.473 1.040 -0.334  C1 1.514, C3 1.535, H11 1.073, H12 1.118
3 C -0.411 0.626 0.694  C2 1.535, C4 1.551, H13 1.089, H14 1.100
4 C 1.018 0.312 0.179  C3 1.551, N5 1.564, C6 1.510, H15 1.096
5 N 1.876 0.157 1.478  C4 1.564, H16 1.016, H17 1.020, H18 1.023
6 C 1.174 -0.961 -0.618  C4 1.510, O7 1.423, H19 1.091, H20 1.113
7 O 0.499 -2.012 0.065  C6 1.423, H21 0.963
8 H -2.920 0.146 -1.687  C1 1.098
9 H -1.255 -0.178 -2.085  C1 1.087
10 H -2.200 -0.979 -0.681  C1 1.098
11 H -2.195 1.614 0.213  C2 1.073
12 H -0.993 1.783 -1.018  C2 1.118
13 H -0.821 -0.196 1.280  C3 1.089
14 H -0.221 1.383 1.468  C3 1.100
15 H 1.238 1.278 -0.288  C4 1.096
16 H 1.758 1.032 1.982  N5 1.016
17 H 2.857 0.002 1.250  N5 1.020
18 H 1.515 -0.692 1.919  N5 1.023
19 H 0.724 -0.832 -1.603  C6 1.091
20 H 2.180 -1.424 -0.725  C6 1.113
21 H -0.413 -2.023 -0.243  O7 0.963

Summary:
Total charge: +1
HOMO-LUMO gap in eV: 11.603
SMILES: CCC[C@@H]([NH3+])CO
Strongest force on any atom in eV/A: 2.5



Record 3
C5H14NO | ωB97M-V/def2-TZVPD

Last columns: bonded neighbours and bond lengths (Å).
Positions of all 21 atoms, in Å:
1 C 0.314 1.030 -0.443  C2 1.590, N6 1.534, H7 1.125, H8 1.098
2 C 1.273 0.363 0.634  C1 1.590, C3 1.534, H9 1.057, H10 1.130
3 C 0.956 -1.116 0.893  C2 1.534, C5 1.469, H11 1.114, H12 1.113
4 C -0.978 -1.821 2.357  C5 1.320, H13 1.105, H14 1.080
5 C -0.450 -1.368 1.236  C3 1.469, C4 1.320, H15 1.173
6 N 1.027 1.306 -1.773  C1 1.534, H16 1.048, H17 1.033, H18 1.010
7 H -0.449 0.257 -0.737  C1 1.125
8 H 0.009 2.020 -0.078  C1 1.098
9 H 1.348 0.969 1.497  C2 1.057
10 H 2.319 0.386 0.207  C2 1.130
11 H 1.210 -1.665 -0.042  C3 1.114
12 H 1.645 -1.479 1.689  C3 1.113
13 H -0.424 -2.040 3.287  C4 1.105
14 H -2.042 -1.890 2.532  C4 1.080
15 H -1.243 -0.917 0.499  C5 1.173
16 H 1.911 1.817 -1.539  N6 1.048
17 H 0.470 2.089 -2.153  N6 1.033
18 H 1.125 0.497 -2.370  N6 1.010
19 H -2.998 1.247 -2.017  O21 0.979
20 H -2.724 -0.275 -1.860  O21 0.962
21 O -2.302 0.588 -1.816  H19 0.979, H20 0.962

Summary:
Total charge: +1
HOMO-LUMO gap in eV: 9.289
Strongest force on any atom in eV/A: 3.3



Record 4
C5H14NO | ωB97M-V/def2-TZVPD

Last columns: bonded neighbours and bond lengths (Å).
Positions of all 21 atoms, in Å:
1 C 0.272 1.713 0.994  C2 1.510, H8 1.093, H9 1.097, H10 1.102
2 C 1.050 0.764 0.115  C1 1.510, C3 1.555, C4 1.514, H11 1.099
3 C 1.579 1.385 -1.208  C2 1.555, H12 1.092, H13 1.096, H14 1.089
4 C 0.269 -0.503 -0.160  C2 1.514, N5 1.601, C6 1.530, H15 1.089
5 N -0.917 -0.270 -1.211  C4 1.601, H16 1.016, H17 1.014, H18 1.006
6 C -0.355 -1.288 0.996  C4 1.530, O7 1.411, H19 1.098, H20 1.089
7 O -1.543 -1.950 0.623  C6 1.411, H21 0.963
8 H 0.328 1.528 2.069  C1 1.093
9 H -0.772 1.850 0.688  C1 1.097
10 H 0.589 2.769 0.997  C1 1.102
11 H 1.984 0.457 0.607  C2 1.099
12 H 1.001 1.210 -2.118  C3 1.092
13 H 1.510 2.478 -1.153  C3 1.096
14 H 2.606 1.096 -1.425  C3 1.089
15 H 0.827 -1.211 -0.770  C4 1.089
16 H -1.808 -0.180 -0.730  N5 1.016
17 H -0.709 0.591 -1.704  N5 1.014
18 H -0.790 -1.074 -1.802  N5 1.006
19 H -0.563 -0.598 1.824  C6 1.098
20 H 0.333 -2.010 1.435  C6 1.089
21 H -2.301 -1.731 1.176  O7 0.963

Summary:
Total charge: +1
HOMO-LUMO gap in eV: 11.795
SMILES: CC(C)[C@H]([NH3+])CO
Strongest force on any atom in eV/A: 2.4



Record 5
C5H14NO | ωB97M-V/def2-TZVPD

Last columns: bonded neighbours and bond lengths (Å).
Positions of all 21 atoms, in Å:
1 C 1.334 -1.144 -0.372  C2 1.486, N6 1.544, H7 1.212, H8 1.093
2 C -0.121 -1.422 -0.255  C1 1.486, C3 1.532, H9 1.164, H10 1.066
3 C -1.183 -0.754 0.624  C2 1.532, C4 1.334, H11 1.047
4 C -0.953 -0.039 1.727  C3 1.334, C5 1.489, H12 1.051
5 C -2.038 0.454 2.620  C4 1.489, H13 1.092, H14 1.078, H15 1.072
6 N 1.523 0.370 -0.607  C1 1.544, H16 1.060, H17 1.060, H18 1.031
7 H 1.730 -1.661 -1.393  C1 1.212
8 H 2.017 -1.352 0.456  C1 1.093
9 H -0.310 -2.570 -0.247  C2 1.164
10 H -0.494 -1.204 -1.230  C2 1.066
11 H -2.124 -1.105 0.329  C3 1.047
12 H 0.012 0.162 2.093  C4 1.051
13 H -2.380 -0.440 3.145  C5 1.092
14 H -2.749 1.077 2.102  C5 1.078
15 H -1.758 1.164 3.374  C5 1.072
16 H 0.726 0.708 0.006  N6 1.060
17 H 1.230 0.555 -1.609  N6 1.060
18 H 2.296 0.894 -0.171  N6 1.031
19 H 0.641 2.745 -2.837  O21 0.978
20 H 0.526 1.263 -3.537  O21 1.036
21 O 0.969 1.825 -2.787  H19 0.978, H20 1.036

Summary:
Total charge: +1
HOMO-LUMO gap in eV: 9.862
Strongest force on any atom in eV/A: 3.3



Record 6
C5H14NO | ωB97M-V/def2-TZVPD

Last columns: bonded neighbours and bond lengths (Å).
Positions of all 21 atoms, in Å:
1 C 0.089 -1.586 0.603  C2 1.488, C3 1.702, H7 1.079, H8 1.080
2 C 0.248 -0.876 -0.695  C1 1.488, C3 1.497, H9 1.105, H10 1.083
3 C -1.194 -0.922 -0.298  C1 1.702, C2 1.497, C4 1.475, H11 1.083
4 C -1.866 0.208 0.371  C3 1.475, C5 1.562, H12 1.086, H16 1.108
5 C -1.895 1.443 -0.584  C4 1.562, H13 1.090, H14 1.082, H15 1.094
6 N 2.868 0.155 -0.534  H17 1.010, H18 1.008, H20 1.032
7 H 0.115 -0.980 1.496  C1 1.079
8 H 0.041 -2.665 0.623  C1 1.080
9 H 0.684 0.139 -0.657  C2 1.105
10 H 0.550 -1.514 -1.517  C2 1.083
11 H -1.714 -1.701 -0.843  C3 1.083
12 H -2.892 -0.076 0.585  C4 1.086
13 H -0.884 1.733 -0.869  C5 1.090
14 H -2.462 2.253 -0.144  C5 1.082
15 H -2.275 1.126 -1.560  C5 1.094
16 H -1.262 0.503 1.252  C4 1.108
17 H 3.699 -0.362 -0.283  N6 1.010
18 H 3.206 0.926 -1.088  N6 1.008
19 H 1.326 1.615 1.693  O21 0.979
20 H 2.299 0.472 0.266  N6 1.032
21 O 0.900 0.974 1.089  H19 0.979

Summary:
Total charge: +1
HOMO-LUMO gap in eV: 5.115
Strongest force on any atom in eV/A: 2.2



Sequential electronic energy output: -8942.2813, -8942.5817, -8941.8212, -8942.5344, -8941.5925, -8935.3782 eV
Sequential relative energy (zero: lowest compared OMol25 entry of this formula, charge and spin) output: 166.6, 137.6, 211.0, 142.2, 233.1, 832.7 kJ/mol